Below is C23H28N2O2P2S3Y as an isolated structure at a distorted geometry, with properties calculated with ωB97M-V with the def2-TZVPD basis set.

Cartesian coordinates (Å):
1 Y -0.0634 -0.4536 1.6951
2 C -1.0674 -4.8099 1.2564
3 C -1.2329 -3.3251 1.5222
4 O -0.2790 -2.5611 1.1251
5 C -2.3389 -2.8856 2.2167
6 C -2.5124 -1.4897 2.4777
7 C -2.9600 -1.0228 3.8371
8 N -2.2966 -0.5599 1.5696
9 N -2.4132 -0.9123 0.2423
10 C -1.5014 -0.5776 -0.6106
11 O -0.3189 -0.1064 -0.3188
12 C -1.8578 -0.6795 -2.0405
13 C -0.9136 -0.2884 -2.9859
14 C -1.2291 -0.2933 -4.3290
15 C -2.4922 -0.6840 -4.7420
16 C -3.4371 -1.0726 -3.8044
17 C -3.1253 -1.0754 -2.4595
18 H -0.0106 -5.0437 1.1575
19 H -1.5039 -5.4030 2.0557
20 H -1.5670 -5.0633 0.3221
21 H -2.9710 -3.6008 2.7247
22 H -3.9529 -1.4166 4.0523
23 H -2.2739 -1.3864 4.6049
24 H -2.9900 0.0663 3.8650
25 H 0.0601 0.0299 -2.6403
26 H -0.4885 0.0136 -5.0547
27 H -2.7435 -0.6778 -5.7938
28 H -4.4240 -1.3714 -4.1298
29 H -3.8491 -1.3692 -1.7164
30 S -0.4912 1.4168 3.8067
31 C 1.0604 0.7040 3.6608
32 S 1.1974 -1.0079 3.9190
33 S 2.3786 1.5959 3.1557
34 C 4.2186 -0.2318 1.1706
35 P 2.4645 -0.1792 0.6222
36 C 2.5024 -1.5855 -0.5790
37 C 2.4615 1.2308 -0.5570
38 C 3.4159 1.2979 -1.5702
39 C 3.3586 2.2811 -2.5408
40 C 2.3266 3.2050 -2.5202
41 C 1.3997 3.1746 -1.4960
42 C 1.4639 2.2104 -0.4964
43 P 0.2856 2.2248 0.9148
44 C 0.6220 3.9095 1.5766
45 C -1.3163 2.6295 0.0762
46 H 4.8829 -0.5500 0.3681
47 H 4.2765 -0.9346 2.0031
48 H 4.4963 0.7547 1.5338
49 H 3.3009 -1.4950 -1.3189
50 H 1.5342 -1.6427 -1.0750
51 H 2.6459 -2.4983 0.0034
52 H 4.2121 0.5696 -1.6109
53 H 4.1066 2.3208 -3.3222
54 H 2.2498 3.9516 -3.2999
55 H 0.5993 3.9023 -1.4802
56 H 0.6116 4.6510 0.7767
57 H 1.5826 3.9119 2.0858
58 H -0.1613 4.1264 2.3051
59 H -1.4096 3.6949 -0.1302
60 H -2.1102 2.3236 0.7638
61 H -1.4145 2.0570 -0.8421

Forces on atoms 1 to 6 (eV/Å):
Y 1.248 0.391 2.893
C 0.057 0.332 0.016
C 0.088 -0.463 0.069
O -0.218 -0.764 -0.287
C -0.163 0.147 0.017
C -0.625 0.038 -0.185

The net charge is -1. The calculation puts the frontier orbital gap at 6.67 eV. The value obtained for the energy above the lowest of the compared OMol25 structures with the same formula, charge and spin is 55.3 kcal per mole.

Results of the Mulliken charge analysis, in e, for atoms 1 through 2: Y -0.9860; C -1.6785